45
Properties=species:S:1:pos:R:3:forces:R:3:mulliken_charge:R:1 method="wB97M-V/def2-TZVPD" gap_ev=8.9 smiles=c1ccc(SCCOCCN2CCc3ccccc3C2)cc1 largest_force_ev_per_a=0.6 total_charge=0 de_lowest_kj_mol=161.9 homo_ev=-8.0
C -6.0187 -1.1666 -0.3742 -0.1014 0.0099 -0.0595 -0.49
C -5.3841 -1.7408 0.7166 -0.0219 -0.0246 0.0312 -0.53
C -4.0412 -1.5130 0.9373 0.0761 0.0542 -0.0383 -0.69
C -3.3156 -0.7044 0.0657 0.3236 0.1285 -0.0185 0.95
C -3.9487 -0.1279 -1.0251 0.0389 0.0041 0.0223 -0.45
C -5.2962 -0.3643 -1.2387 -0.1210 0.0020 -0.0539 -0.64
H -5.7810 0.0880 -2.0916 -0.0558 0.0296 -0.0627 0.37
H -3.4080 0.5036 -1.7116 0.0713 0.0609 -0.0568 0.20
S -1.6026 -0.4900 0.4511 0.1798 -0.0588 -0.0905 -0.22
C -0.9398 0.5821 -0.8613 -0.4589 -0.2219 0.3031 -0.09
C -1.3681 2.0534 -0.7433 -0.1928 -0.0138 -0.1360 -0.58
O -0.2752 2.9341 -0.6403 0.2033 0.0750 -0.1340 -0.43
C 0.1788 3.2157 0.6610 0.1289 -0.0037 0.2342 -0.91
C 0.7884 2.0318 1.4284 -0.1468 0.1420 -0.2606 -1.02
N 1.6953 1.2338 0.6281 0.1637 -0.0055 0.1796 0.89
C 2.9140 1.9119 0.2324 0.0617 0.0097 -0.3091 -0.96
C 3.5546 1.1258 -0.9070 -0.0552 0.2069 0.1127 -1.06
C 3.7165 -0.3219 -0.5444 -0.0314 0.0022 0.0218 0.66
C 4.6022 -1.1338 -1.2422 -0.0153 -0.0520 0.0262 -0.67
C 4.7371 -2.4720 -0.9255 0.0714 -0.0089 -0.0806 -0.56
C 3.9793 -3.0154 0.0990 -0.0280 -0.0969 0.0676 -0.59
C 3.0962 -2.2150 0.7976 0.0260 0.0393 -0.0237 -0.82
C 2.9576 -0.8681 0.4850 0.0551 -0.0458 -0.0418 1.01
C 2.0136 -0.0176 1.2887 -0.0631 0.0017 0.1688 -1.26
H 1.0821 -0.5687 1.4554 0.0701 0.0205 0.0536 0.21
H 2.4719 0.1632 2.2832 -0.1108 -0.0018 -0.0544 0.44
H 2.5017 -2.6340 1.5971 -0.0737 -0.0637 0.0910 0.42
H 4.0766 -4.0611 0.3510 0.0041 -0.0835 0.0196 0.39
H 5.4305 -3.0911 -1.4754 0.0563 -0.0504 -0.0443 0.39
H 5.1907 -0.7055 -2.0415 0.0662 0.0473 -0.0836 0.43
H 4.5213 1.5614 -1.1686 -0.0004 -0.0108 -0.0278 0.50
H 2.9063 1.1980 -1.7855 0.0368 0.0881 -0.0002 0.28
H 2.6698 2.9152 -0.1165 0.0385 -0.0029 0.0509 0.37
H 3.6204 1.9984 1.0785 -0.0497 0.0472 -0.0101 0.37
H 1.2748 2.4374 2.3354 -0.0698 -0.0462 -0.0173 0.46
H -0.0186 1.3690 1.7535 0.0309 0.0522 0.0768 0.48
H 0.9172 4.0091 0.5232 -0.0723 -0.0279 0.1114 0.41
H -0.6456 3.6186 1.2716 0.1199 -0.0045 -0.0452 0.48
H -1.8934 2.3634 -1.6530 -0.0120 -0.0603 0.1221 0.30
H -2.0487 2.1880 0.1093 0.0322 -0.0099 -0.0802 0.44
H -1.2074 0.1418 -1.8202 0.0518 0.0471 -0.0719 0.65
H 0.1437 0.5270 -0.7323 -0.1096 -0.0224 -0.0566 -0.25
H -3.5364 -1.9569 1.7820 0.0132 -0.0834 0.1214 0.35
H -5.9382 -2.3697 1.3976 -0.0452 -0.0538 0.0572 0.37
H -7.0692 -1.3440 -0.5478 -0.0847 -0.0149 -0.0140 0.37